# 1
A single C5H13NO molecule in a non-equilibrium geometry. Source: the OMol25 dataset; level of theory: ωB97M-V with the def2-TZVPD basis set.

XYZ file:
```
20
C5H13NO (ωB97M-V with the def2-TZVPD basis set)
C -0.48 0.12 -1.58
C 0.33 -0.46 -0.40
C 1.82 -0.27 -0.12
O 2.81 -0.81 -0.95
N -0.33 -0.19 0.91
C -1.79 -0.62 0.91
C -0.25 1.22 1.36
H -1.18 0.97 -1.31
H 0.12 0.15 -2.49
H -1.17 -0.73 -1.76
H 0.19 -1.59 -0.41
H 2.08 0.77 0.01
H 2.00 -0.62 0.92
H 2.82 -0.41 -1.96
H -1.68 -1.66 0.53
H -2.34 -0.35 1.80
H -2.44 -0.11 0.10
H -0.67 2.01 0.67
H 0.79 1.36 1.38
H -0.64 1.21 2.38
```

LUMO energy ... 0.73 eV
SMILES ... C[C@@H](CO)N(C)C
Energy above the lowest of the compared OMol25 structures with the same formula, charge and spin ... 68.1 kcal per mole
Frontier orbital gap ... 0.344 Ha
2S+1 ... 1

Atomic partial charges in e from the Löwdin method, atoms 1 to 6:
1. C -0.057
2. C -0.365
3. C -0.285
4. O -0.106
5. N -0.247
6. C -0.088

---

# 2
A single C5H13NO molecule in a non-equilibrium geometry. Source: the OMol25 dataset; level of theory: ωB97M-V with the def2-TZVPD basis set.

XYZ file:
```
20
C5H13NO (ωB97M-V with the def2-TZVPD basis set)
C -2.43 -1.41 0.45
O -2.23 -0.13 -0.07
C -1.00 0.62 0.43
C 0.19 0.11 -0.34
C 1.02 -0.92 0.40
C 1.06 1.52 -0.56
N 2.41 1.37 -1.02
H -1.59 -2.10 0.28
H -3.29 -1.87 -0.06
H -2.60 -1.40 1.54
H -1.28 1.65 0.21
H -0.89 0.46 1.50
H -0.11 -0.24 -1.33
H 0.44 -1.83 0.58
H 1.37 -0.54 1.35
H 1.87 -1.24 -0.20
H 0.51 2.05 -1.34
H 1.09 2.15 0.33
H 2.45 0.79 -1.85
H 3.00 0.96 -0.31
```

LUMO energy ... 1.03 eV
SMILES ... COC[C@H](C)CN
Energy above the lowest of the compared OMol25 structures with the same formula, charge and spin ... 39.2 kcal per mole
Frontier orbital gap ... 0.364 Ha
2S+1 ... 1

Atomic partial charges in e from the Löwdin method, atoms 1 to 6:
1. C -0.152
2. O -0.211
3. C -0.149
4. C -0.326
5. C -0.083
6. C -0.247

---

# 3
2 unconnected molecules or ions with the total composition C5H13NO in a non-equilibrium geometry. Source: the OMol25 dataset; level of theory: ωB97M-V with the def2-TZVPD basis set.

XYZ file:
```
20
C5H13NO (ωB97M-V with the def2-TZVPD basis set)
C 2.15 1.11 0.22
C 0.61 1.16 -0.06
C -0.05 0.88 1.26
N -0.51 2.04 2.03
O -0.62 -0.11 1.62
H 2.51 0.19 0.66
H 2.61 1.78 0.96
H 2.64 1.25 -0.75
H 0.27 2.09 -0.45
H 0.25 0.30 -0.68
H -1.23 1.65 2.61
H -0.08 2.83 2.23
C -1.68 -1.60 -0.91
C -0.45 -2.25 -1.45
H -2.38 -2.11 -0.32
H -1.38 -0.64 -0.40
H -2.25 -1.36 -1.85
H 0.38 -2.38 -0.65
H -0.68 -3.22 -1.85
H -0.11 -1.64 -2.23
```

LUMO energy ... 0.88 eV
SMILES ... CCC(N)=O.CC
Energy above the lowest of the compared OMol25 structures with the same formula, charge and spin ... 38.2 kcal per mole
Frontier orbital gap ... 0.390 Ha
2S+1 ... 1

Atomic partial charges in e from the Löwdin method, atoms 1 to 6:
1. C -0.081
2. C -0.134
3. C -0.497
4. N 0.151
5. O 0.053
6. H 0.069

---

# 4
2 unconnected molecules or ions with the total composition C5H13NO in a non-equilibrium geometry. Source: the OMol25 dataset; level of theory: ωB97M-V with the def2-TZVPD basis set.

XYZ file:
```
20
C5H13NO (ωB97M-V with the def2-TZVPD basis set)
C 2.67 -1.22 0.62
C 1.67 -0.13 0.24
C 1.93 0.41 -1.10
N 0.95 0.12 -2.09
O 3.00 0.82 -1.53
H 3.03 -1.71 -0.29
H 2.15 -1.96 1.21
H 3.50 -0.83 1.20
H 0.62 -0.25 0.53
H 1.80 0.75 0.92
H 1.29 0.24 -3.04
H 0.03 0.51 -1.99
C -3.48 0.23 1.05
C -2.14 0.56 0.29
H -3.33 -0.05 2.10
H -4.10 1.11 1.00
H -3.93 -0.55 0.43
H -1.38 -0.05 0.77
H -1.90 1.63 0.41
H -2.37 0.36 -0.75
```

LUMO energy ... 0.83 eV
SMILES ... CCC(N)=O.CC
Energy above the lowest of the compared OMol25 structures with the same formula, charge and spin ... 22.9 kcal per mole
Frontier orbital gap ... 0.386 Ha
2S+1 ... 1

Atomic partial charges in e from the Löwdin method, atoms 1 to 6:
1. C -0.073
2. C -0.194
3. C -0.528
4. N 0.128
5. O 0.058
6. H 0.084

---

# 5
2 unconnected molecules or ions with the total composition C5H13NO in a non-equilibrium geometry. Source: the OMol25 dataset; level of theory: ωB97M-V with the def2-TZVPD basis set.

XYZ file:
```
20
C5H13NO (ωB97M-V with the def2-TZVPD basis set)
C -1.55 -2.54 -0.12
C -0.43 -1.74 0.53
C 0.13 -0.61 0.08
N 1.38 -0.21 0.52
C 2.08 0.99 0.10
C 1.38 2.19 0.76
H -2.19 -3.06 0.60
H -2.02 -2.05 -0.97
H -1.03 -3.29 -0.73
H -0.22 -2.00 1.56
H 0.01 -0.07 -0.89
H 1.81 -0.82 1.22
H 1.95 1.12 -1.00
H 3.12 0.88 0.39
H 0.80 2.86 0.12
H 1.92 2.84 1.44
H 0.54 1.85 1.39
O -2.83 1.00 -1.79
H -2.22 1.47 -2.36
H -2.66 1.18 -0.85
```

LUMO energy ... 0.82 eV
SMILES ... C/C=C/NCC.O
Energy above the lowest of the compared OMol25 structures with the same formula, charge and spin ... 55.3 kcal per mole
Frontier orbital gap ... 0.300 Ha
2S+1 ... 1

Atomic partial charges in e from the Löwdin method, atoms 1 to 6:
1. C -0.119
2. C -0.176
3. C -0.185
4. N -0.106
5. C -0.252
6. C -0.111

---

# 6
2 unconnected molecules or ions with the total composition C5H13NO in a non-equilibrium geometry. Source: the OMol25 dataset; level of theory: ωB97M-V with the def2-TZVPD basis set.

XYZ file:
```
20
C5H13NO (ωB97M-V with the def2-TZVPD basis set)
C 2.80 -0.01 -0.08
C 1.40 0.50 0.51
C 0.54 0.99 -0.59
C -0.78 0.64 -0.64
C -1.63 1.11 -1.74
N -1.48 -0.21 0.25
H 3.42 -0.29 0.69
H 3.33 0.71 -0.59
H 2.60 -0.95 -0.72
H 0.97 -0.28 1.19
H 1.62 1.42 1.17
H 1.01 1.69 -1.22
H -1.02 1.72 -2.43
H -2.52 1.60 -1.27
H -2.16 0.42 -2.34
H -2.32 0.22 0.52
H -1.00 -0.55 1.12
O -1.50 -2.59 1.95
H -2.33 -2.88 1.73
H -0.96 -3.27 2.49
```

LUMO energy ... 0.74 eV
SMILES ... CC/C=C(/C)N.O
Energy above the lowest of the compared OMol25 structures with the same formula, charge and spin ... 44.5 kcal per mole
Frontier orbital gap ... 0.307 Ha
2S+1 ... 1

Atomic partial charges in e from the Löwdin method, atoms 1 to 6:
1. C -0.092
2. C -0.246
3. C -0.123
4. C -0.403
5. C -0.079
6. N 0.079

---

# 7
A single C5H13NO molecule in a non-equilibrium geometry. Source: the OMol25 dataset; level of theory: ωB97M-V with the def2-TZVPD basis set.

XYZ file:
```
20
C5H13NO (ωB97M-V with the def2-TZVPD basis set)
C -1.51 0.54 1.93
C -0.38 -0.03 0.97
N 0.14 0.83 -0.01
C -0.93 1.73 -0.54
C 0.58 0.17 -1.23
C 1.51 -0.90 -0.79
O 0.92 -2.24 -0.45
H -1.28 1.64 2.10
H -2.55 0.30 1.55
H -1.61 0.15 3.05
H 0.39 -0.50 1.56
H -0.80 -0.97 0.47
H -1.41 2.21 0.28
H -1.74 1.25 -1.05
H -0.50 2.49 -1.24
H 1.11 0.78 -1.97
H -0.24 -0.43 -1.74
H 2.33 -1.00 -1.60
H 2.08 -0.61 -0.01
H 0.26 -2.12 0.25
```

LUMO energy ... 0.98 eV
SMILES ... CCN(C)CCO
Energy above the lowest of the compared OMol25 structures with the same formula, charge and spin ... 69.0 kcal per mole
Frontier orbital gap ... 0.366 Ha
2S+1 ... 1

Atomic partial charges in e from the Löwdin method, atoms 1 to 6:
1. C -0.090
2. C -0.290
3. N -0.196
4. C -0.098
5. C -0.228
6. C -0.228

---

# 8
2 unconnected molecules or ions with the total composition C5H13NO in a non-equilibrium geometry. Source: the OMol25 dataset; level of theory: ωB97M-V with the def2-TZVPD basis set.

XYZ file:
```
20
C5H13NO (ωB97M-V with the def2-TZVPD basis set)
C 0.02 2.42 -0.06
C 1.06 2.14 -1.00
C 2.21 1.06 -0.89
C 1.82 -0.39 -0.45
C 0.85 -1.17 -1.35
N -0.58 -0.90 -1.07
H -0.70 3.23 -0.27
H -0.17 1.79 0.80
H 0.98 2.86 -1.84
H 2.89 1.61 -0.21
H 2.61 0.98 -1.99
H 2.73 -0.96 -0.23
H 1.30 -0.42 0.56
H 1.11 -0.97 -2.41
H 0.73 -2.29 -1.28
H -1.30 -1.60 -0.90
H -0.90 0.02 -1.38
O -4.46 -2.40 4.50
H -5.18 -1.83 4.74
H -5.01 -3.18 4.72
```

LUMO energy ... 1.01 eV
SMILES ... C=CCCCN.O
Energy above the lowest of the compared OMol25 structures with the same formula, charge and spin ... 67.3 kcal per mole
Frontier orbital gap ... 0.349 Ha
2S+1 ... 1

Atomic partial charges in e from the Löwdin method, atoms 1 to 6:
1. C -0.013
2. C -0.163
3. C -0.200
4. C -0.221
5. C -0.290
6. N -0.038